Molecular formula: C50H41F6N6OS3Zr
Method: DFT, ωB97M-V with the def2-TZVPD basis set

Cartesian coordinates (Å):
1 Zr 1.332 -1.673 -0.927
2 N 1.184 -0.380 0.685
3 S 0.828 0.857 1.414
4 N -0.751 1.111 1.675
5 S -1.745 1.739 0.649
6 N -1.734 1.320 -0.847
7 S -1.655 -0.203 -1.405
8 N -0.278 -0.640 -1.762
9 C -2.535 -1.249 -0.256
10 C -1.867 -1.999 0.704
11 C -2.602 -2.750 1.611
12 C -3.989 -2.749 1.563
13 C -4.649 -1.995 0.603
14 C -3.928 -1.239 -0.306
15 C -2.725 -0.127 -2.806
16 C -3.304 1.059 -3.233
17 C -4.107 1.035 -4.366
18 C -4.324 -0.155 -5.040
19 C -3.738 -1.336 -4.597
20 C -2.927 -1.329 -3.477
21 C -3.309 1.421 1.399
22 C -4.416 1.928 0.719
23 C -5.672 1.730 1.263
24 C -5.804 1.043 2.466
25 C -4.690 0.552 3.126
26 C -3.419 0.741 2.597
27 C -1.575 3.495 0.591
28 C -1.409 4.175 -0.603
29 C -1.334 5.562 -0.563
30 C -1.436 6.233 0.645
31 C -1.608 5.531 1.834
32 C -1.683 4.151 1.815
33 C 1.428 0.867 3.073
34 C 0.754 1.504 4.108
35 C 1.320 1.503 5.374
36 C 2.541 0.879 5.592
37 C 3.204 0.248 4.548
38 C 2.649 0.238 3.278
39 C 1.515 2.300 0.642
40 C 1.493 2.345 -0.746
41 C 1.985 3.468 -1.390
42 C 2.485 4.533 -0.650
43 C 2.491 4.479 0.736
44 C 2.002 3.361 1.395
45 H -0.784 -2.075 0.772
46 H -2.085 -3.349 2.348
47 H -4.553 -3.348 2.264
48 H -5.729 -2.000 0.555
49 H -4.455 -0.659 -1.050
50 H -3.133 1.982 -2.699
51 H -4.561 1.949 -4.720
52 H -4.955 -0.169 -5.918
53 H -3.918 -2.261 -5.126
54 H -2.473 -2.244 -3.124
55 H -4.300 2.473 -0.208
56 H -6.546 2.119 0.759
57 H -6.787 0.899 2.893
58 H -4.804 0.026 4.063
59 H -2.544 0.360 3.102
60 H -1.334 3.640 -1.538
61 H -1.207 6.119 -1.481
62 H -1.393 7.313 0.664
63 H -1.698 6.063 2.770
64 H -1.844 3.601 2.733
65 H -0.197 1.983 3.935
66 H 0.808 1.988 6.192
67 H 2.978 0.881 6.580
68 H 4.154 -0.235 4.724
69 H 3.159 -0.258 2.461
70 H 1.068 1.528 -1.318
71 H 1.970 3.522 -2.470
72 H 2.873 5.407 -1.155
73 H 2.883 5.310 1.307
74 H 2.020 3.321 2.475
75 C 4.601 0.488 -3.138
76 C 5.762 0.043 -2.526
77 C 5.672 -0.765 -1.402
78 C 4.423 -1.116 -0.910
79 N 3.296 -0.701 -1.531
80 C 3.389 0.092 -2.607
81 C 4.255 -1.989 0.284
82 C 5.309 -2.316 1.125
83 C 5.076 -3.152 2.209
84 C 3.798 -3.641 2.425
85 C 2.796 -3.270 1.543
86 N 3.015 -2.461 0.508
87 H 4.626 1.115 -4.018
88 H 6.732 0.310 -2.922
89 H 6.571 -1.131 -0.933
90 H 2.452 0.388 -3.068
91 H 6.302 -1.933 0.948
92 H 5.889 -3.422 2.867
93 H 3.572 -4.301 3.248
94 H 1.784 -3.642 1.659
95 C -0.169 -5.485 -2.288
96 C 0.861 -4.372 -2.162
97 O 0.544 -3.492 -1.117
98 C 0.901 -3.531 -3.462
99 F -0.292 -3.094 -3.811
100 F 1.486 -4.114 -4.479
101 F 1.663 -2.360 -3.194
102 C 2.255 -4.966 -1.886
103 F 3.198 -3.981 -1.876
104 F 2.277 -5.539 -0.685
105 F 2.614 -5.860 -2.796
106 H -1.160 -5.061 -2.437
107 H -0.176 -6.069 -1.370
108 H 0.065 -6.147 -3.122

Total charge = +3
M = 1043.33 g mol⁻¹
HOMO energy = -16.20 eV
LUMO = -7.87 eV

Results of the Mulliken charge analysis, in e, for atoms 1 through 2: 0.8133, 0.2166